No. 1
DFT (wB97M-V/def2-TZVPD) results for a structure of composition C18H31CrN8O3S.

- Multiplicity: 4
- E_LUMO (spin up / spin down): -0.2193 / -0.2056 hartree
- Charge: +2

```
62
Properties=species:S:1:pos:R:3:lowdin_spin:R:1
Cr 0.041 1.005 -0.330 3.04
S 0.450 1.344 2.021 -0.02
O 3.094 -1.341 0.186 0.00
O 1.057 -1.025 -0.802 0.01
O 1.524 2.343 -1.119 0.02
N 2.981 0.367 2.286 0.00
N 0.839 -3.364 -1.706 0.00
N 1.768 0.833 4.199 0.00
N -1.024 0.729 -2.183 -0.02
N 2.603 0.857 -2.520 0.00
N -1.055 2.912 -0.246 -0.03
N -6.938 -5.275 3.264 0.00
N 3.459 2.975 -2.206 0.00
C -4.055 -3.295 3.046 0.00
C -5.116 -3.761 2.243 0.01
C -4.373 -2.374 0.394 0.01
C -1.287 1.822 -3.155 0.00
C -2.030 2.988 -2.508 0.00
C -2.404 -0.947 0.734 0.03
C -1.265 3.756 -1.428 0.00
C -3.333 -1.904 1.226 0.00
C 1.847 -3.256 -0.563 0.00
C -1.594 -0.141 0.303 -0.08
C -6.082 -4.626 2.840 0.00
C 2.511 2.066 -1.915 0.00
C -3.181 -2.371 2.532 0.01
C -5.259 -3.307 0.911 0.00
C 2.807 0.357 5.123 0.00
C 2.028 -1.759 -0.332 0.00
C 1.843 0.809 2.861 0.00
C 4.744 2.663 -2.814 0.00
H -0.548 3.474 0.451 0.00
H 4.575 2.216 -3.819 0.00
H 5.344 3.587 -2.967 0.00
H 2.029 0.082 -2.213 0.00
H 2.777 -3.752 -0.846 0.00
H 3.076 -0.684 4.918 0.00
H 5.307 1.937 -2.219 0.00
H -6.107 -3.661 0.325 0.00
H -4.471 -1.851 -0.536 0.00
H -0.635 -0.066 -2.703 0.00
H -3.918 -3.661 4.074 0.00
H -2.345 -1.932 3.075 0.00
H -1.810 4.666 -1.130 0.00
H 3.421 0.649 -3.091 0.00
H -1.937 0.364 -1.839 0.00
H -1.865 1.457 -4.024 0.00
H 0.354 -2.464 -1.673 0.00
H -0.325 2.173 -3.564 0.00
H -0.259 4.086 -1.763 0.00
H 0.928 1.275 4.547 0.00
H 3.713 0.101 2.930 0.00
H 0.138 -4.123 -1.659 0.00
H -2.994 2.657 -2.103 0.00
H -1.968 2.678 0.164 0.00
H 1.481 -3.713 0.388 0.00
H -2.297 3.691 -3.298 0.00
H 1.253 -3.408 -2.640 0.00
H 2.435 0.406 6.132 0.00
H 2.977 -0.091 1.350 0.00
H 3.686 0.994 5.063 0.00
H 3.384 3.832 -1.672 0.00
```

No. 2
DFT (wB97M-V/def2-TZVPD) results for a structure of composition C43H60BCl3CsN7O4S4SiTe.

- E_LUMO: 0.1300 hartree
- Charge: -2

```
125
Properties=species:S:1:pos:R:3:lowdin_charge:R:1
Cs -0.394 -0.408 -0.960 0.95
Te 3.259 -1.596 -1.375 1.54
Cl -2.049 -1.672 -3.538 0.54
Cl -1.889 -4.390 -2.587 0.62
Cl -0.476 -3.614 -4.998 0.56
S -3.080 -1.599 0.213 0.40
S -1.099 5.226 -0.329 0.59
S 1.209 2.354 -0.213 0.59
S 0.142 1.842 3.582 0.62
Si -5.329 -3.807 0.724 0.48
O 3.069 -0.002 0.889 -0.23
O 0.736 -3.574 -1.792 -0.08
O 1.462 -2.297 1.545 -0.12
O 0.780 -1.575 -2.834 -0.48
N -1.228 -3.327 1.046 0.01
N 2.579 4.407 -1.424 0.01
N -0.101 4.968 2.226 0.05
N 2.891 1.755 3.766 -0.01
N 1.915 4.865 0.613 0.01
N -2.271 4.684 2.077 -0.01
N 2.097 3.516 2.702 0.03
C -0.636 5.043 3.498 -0.12
C -0.846 -4.521 1.506 -0.16
C 0.330 -2.711 -2.563 -1.02
C 1.554 3.403 -3.420 -0.03
C 3.970 2.506 3.313 -0.07
C -6.237 -5.426 1.142 -0.21
C 7.010 -1.449 0.962 -0.11
C 4.974 -2.070 -0.188 -0.48
C 2.919 5.725 -1.151 -0.06
C -4.348 5.404 0.977 -0.05
C 4.945 -4.737 -4.798 -0.12
C 3.482 3.557 2.654 -0.08
C 4.404 -0.079 4.373 -0.04
C -3.065 -5.354 1.542 -0.11
C 2.031 -0.344 4.922 -0.08
C -3.461 3.067 0.614 -0.05
C -5.786 -3.470 -1.068 -0.20
C 5.375 -3.416 -4.772 -0.11
C -6.086 -2.524 1.873 -0.20
C 4.882 -2.544 -3.810 -0.14
C 1.940 3.881 -0.329 -0.67
C 3.354 1.385 6.130 -0.04
C -1.132 4.855 1.328 -0.69
C 7.110 -2.724 1.502 -0.12
C 4.020 -5.174 -3.860 -0.10
C 6.146 -3.676 1.196 -0.10
C 3.527 -4.298 -2.899 -0.12
C 3.141 0.691 4.780 -0.55
C 1.716 2.407 3.397 -0.73
C 3.957 -2.974 -2.860 -0.46
C 5.949 -1.126 0.124 -0.14
C -4.392 3.690 2.803 -0.06
C -1.961 4.881 3.419 -0.08
C 5.086 -3.346 0.360 -0.13
C -2.543 -3.123 0.799 -0.81
C 3.701 2.459 -2.465 -0.05
C -3.516 -4.144 1.049 -0.28
C -1.706 -5.566 1.773 -0.10
C -0.994 -3.084 -3.367 -1.48
C -3.602 4.224 1.606 -0.55
C 3.696 4.654 -3.596 -0.07
C 2.514 5.991 0.099 -0.08
C 2.871 3.721 -2.710 -0.55
B 1.431 4.810 2.087 -0.59
H 0.220 -4.638 1.679 0.10
H 1.755 2.902 -4.370 0.09
H 3.134 5.544 -3.888 0.08
H 2.560 0.814 0.707 -0.08
H 7.930 -2.974 2.166 0.09
H -6.873 -3.524 -1.202 0.02
H -3.810 5.749 0.094 0.04
H -2.690 4.827 4.204 0.10
H 4.989 2.190 3.424 0.10
H 1.776 -2.765 0.757 -0.02
H 4.189 2.087 6.079 0.08
H -4.456 2.775 0.270 0.09
H -5.721 -1.529 1.622 0.00
H 6.090 -3.064 -5.508 0.09
H 4.332 -4.091 0.131 0.09
H 3.563 0.644 6.906 0.08
H 0.490 -2.380 1.484 0.00
H -7.179 -2.534 1.794 0.02
H -5.281 3.181 2.429 0.09
H 4.621 4.957 -3.100 0.08
H -5.437 -2.484 -1.371 0.00
H 4.619 2.714 -1.926 0.09
H 6.213 -4.671 1.619 0.09
H -5.322 -4.207 -1.731 0.02
H -0.004 5.168 4.360 0.12
H 4.288 -0.504 3.375 0.09
H 3.397 6.366 -1.866 0.10
H 0.998 4.325 -3.610 0.09
H -4.421 6.228 1.692 0.08
H 2.466 -0.572 1.399 0.00
H 1.108 0.093 5.286 0.02
H 1.822 -0.825 3.970 0.07
H -7.310 -5.307 0.960 0.02
H 0.939 2.754 -2.799 0.04
H 3.153 1.726 -1.880 0.01
H -2.996 2.208 1.107 0.10
H -5.884 -6.256 0.521 0.02
H 4.002 4.338 2.125 0.12
H 5.318 -5.419 -5.553 0.09
H -2.857 3.351 -0.243 0.02
H 7.760 -0.701 1.194 0.09
H 2.452 1.935 6.408 0.08
H 3.674 -6.201 -3.880 0.10
H 5.219 -1.514 -3.790 0.08
H 2.571 6.903 0.667 0.11
H 3.969 2.004 -3.421 0.09
H 5.305 0.534 4.391 0.06
H 5.863 -0.124 -0.280 0.09
H -4.716 4.489 3.474 0.08
H -5.819 -2.727 2.915 0.03
H 3.961 4.109 -4.502 0.08
H 1.949 5.743 2.672 0.12
H -3.798 2.966 3.363 0.09
H -5.357 5.095 0.692 0.08
H 2.778 -4.634 -2.192 0.09
H 2.377 -1.102 5.631 0.08
H -1.334 -6.507 2.157 0.08
H 4.552 -0.900 5.077 0.08
H -6.108 -5.711 2.192 0.02
H -3.774 -6.151 1.752 0.08
```

No. 3
DFT (wB97M-V/def2-TZVPD) results for the molecule C5H11N.

- E_LUMO: 0.0403 hartree
- SMILES: NCC1CCC1

```
17
Properties=species:S:1:pos:R:3:nbo_charge:R:1
N -1.022 1.877 -1.135 -0.81
C -0.452 -0.406 -0.339 -0.22
C -0.116 -1.399 0.842 -0.39
C -1.128 0.963 0.004 -0.21
C 1.387 -0.901 0.771 -0.41
C 1.017 -0.313 -0.563 -0.42
H 1.504 0.621 -0.887 0.20
H -1.387 2.773 -0.676 0.35
H 1.081 -0.956 -1.447 0.22
H -2.217 0.747 0.205 0.19
H 0.069 -2.426 0.276 0.20
H -0.723 -1.490 1.782 0.22
H -0.712 1.337 1.054 0.15
H 2.064 -1.748 0.973 0.21
H 1.678 -0.107 1.407 0.20
H -1.086 -0.712 -1.148 0.20
H 0.043 2.138 -1.118 0.34
```

No. 4
DFT (wB97M-V/def2-TZVPD) results for a cluster of 19 separate species, C42H129N7O26 in total.

- E_LUMO: 0.0019 hartree

```
204
Properties=species:S:1:pos:R:3:lowdin_charge:R:1
O -0.500 -9.389 -1.893 -0.19
O 4.521 13.195 -5.688 -0.20
O -5.147 -2.831 5.262 -0.06
O 9.576 -15.129 4.172 -0.20
O 1.899 11.136 -9.338 -0.05
O 7.168 0.069 -1.791 -0.05
O -5.034 4.400 -7.425 -0.17
O 1.650 6.764 -8.471 -0.05
O 1.915 5.090 -3.388 -0.19
O -0.054 -5.637 7.887 -0.19
O 7.525 -8.890 1.048 -0.21
O 3.343 8.614 2.736 -0.05
O -1.774 1.069 5.850 -0.06
O -1.889 12.650 -0.871 -0.06
O 1.517 -11.448 3.276 -0.19
O 0.102 -0.840 -1.003 -0.19
O 2.923 4.034 2.263 -0.05
O 0.208 16.996 -4.496 -0.20
O -1.641 3.707 1.541 -0.06
O -6.935 -0.539 -1.889 -0.18
O -2.319 -2.104 12.730 -0.18
O -0.647 8.212 1.099 -0.05
O 5.693 0.267 2.552 -0.05
O -1.826 1.556 -8.963 -0.20
O -11.330 0.349 1.355 -0.21
O -2.624 -7.319 3.749 -0.05
N -2.468 4.150 -8.827 -0.07
N -9.368 -1.451 -0.136 -0.08
N -1.069 -4.334 11.126 -0.07
N -0.619 -10.331 0.999 -0.06
N 2.395 1.902 -1.781 -0.07
N 2.548 15.214 -5.580 -0.03
N 8.349 -11.732 3.230 -0.10
C 1.206 0.069 -0.836 -0.23
C 1.119 6.285 -3.095 -0.08
C 9.313 -12.868 3.226 -0.18
C -1.060 -8.349 -2.710 -0.07
C 9.732 -15.934 5.343 -0.11
C 0.549 -10.059 0.220 -0.22
C -2.055 3.670 -10.118 -0.21
C 8.916 -13.868 4.352 -0.20
C -1.102 2.499 -9.719 -0.21
C -9.664 -1.441 1.258 -0.22
C 1.377 4.023 -2.659 -0.25
C 4.917 12.077 -4.860 -0.08
C -8.096 -2.139 -0.346 -0.21
C -1.217 -4.942 9.835 -0.21
C -1.130 0.382 -8.580 -0.10
C -0.384 -11.608 1.748 -0.19
C 0.327 -8.953 -0.878 -0.26
C 1.675 16.212 -6.217 -0.20
C -12.683 0.823 1.398 -0.09
C 8.466 -10.746 2.161 -0.23
C -5.882 4.597 -6.336 -0.10
C -2.349 -3.466 13.095 -0.23
C 4.751 14.482 -5.120 -0.26
C 0.085 -11.447 3.170 -0.22
C 2.509 2.980 -2.762 -0.20
C -3.507 5.151 -9.073 -0.20
C 1.936 -11.349 4.662 -0.10
C -4.447 5.495 -7.908 -0.29
C 6.710 -7.722 1.088 -0.11
C 7.518 -9.578 2.345 -0.19
C -2.110 -1.270 13.841 -0.14
C 1.330 0.960 -1.983 -0.24
C -0.646 -1.134 0.124 -0.14
C -2.348 -4.347 11.848 -0.20
C 1.272 17.334 -5.331 -0.25
C 3.955 15.464 -5.874 -0.25
C -7.543 -1.842 -1.727 -0.21
C -6.361 -0.407 -3.191 -0.12
C 0.110 -4.830 8.971 -0.25
C 1.132 -5.675 7.063 -0.09
C -0.132 17.833 -3.422 -0.11
C -11.099 -0.983 1.712 -0.20
H 1.358 4.329 -1.613 0.11
H 0.637 18.009 -2.670 0.09
H 2.818 11.357 -9.183 0.03
H 1.817 6.845 -7.532 0.03
H -7.089 -0.357 -4.001 0.08
H -5.600 -1.127 -3.493 0.08
H 4.407 14.454 -4.086 0.12
H -2.656 -5.329 12.206 0.11
H -11.295 -1.093 2.779 0.11
H -1.494 -0.226 -7.752 0.09
H -1.554 -1.674 -0.144 0.09
H -1.327 8.690 0.624 0.03
H 5.967 12.215 -4.602 0.08
H 4.275 15.379 -6.913 0.13
H -3.132 -4.005 11.172 0.12
H -0.911 2.038 -10.688 0.11
H -2.926 3.392 -8.341 0.10
H 2.447 8.755 2.431 0.02
H 4.321 16.421 -5.501 0.12
H 3.270 8.584 3.690 0.03
H 2.688 2.664 -3.790 0.12
H 1.354 -9.788 0.903 0.12
H -4.153 4.752 -9.855 0.11
H 6.559 -10.017 2.620 0.11
H -9.469 -2.452 1.613 0.11
H 1.487 7.013 -3.818 0.08
H 8.875 -16.251 5.938 0.08
H -12.660 1.911 1.326 0.08
H -5.297 5.136 -5.590 0.09
H 4.416 12.053 -3.892 0.08
H 1.361 -4.762 6.513 0.09
H -2.364 12.831 -1.682 0.03
H 2.252 16.650 -7.032 0.11
H -1.016 13.015 -1.018 0.03
H -2.443 0.426 5.617 0.03
H -1.401 -12.001 1.742 0.11
H -0.498 18.729 -3.923 0.09
H -3.230 -3.562 13.729 0.12
H -7.384 -1.925 0.451 0.11
H -8.262 -1.911 -2.543 0.12
H 2.288 2.399 -0.909 0.10
H 1.897 10.185 -9.450 0.02
H 0.786 6.354 -8.526 0.02
H 0.954 -6.439 6.306 0.08
H 0.179 -3.813 8.583 0.12
H -1.140 -1.292 14.337 0.08
H -9.242 -0.480 -0.385 0.11
H 3.390 4.800 2.598 0.03
H -0.293 -10.467 3.464 0.11
H 0.981 18.183 -5.950 0.12
H 1.299 -8.706 -1.305 0.12
H 6.961 -0.162 -0.886 0.03
H 10.248 -12.402 3.537 0.11
H 2.035 17.676 -4.631 0.12
H 5.783 14.832 -5.114 0.12
H -5.750 -2.506 5.931 0.03
H -5.849 0.554 -3.224 0.08
H -0.607 -8.524 -3.686 0.09
H 9.135 -13.359 5.290 0.12
H -1.498 -3.664 13.747 0.12
H 3.013 -11.183 4.658 0.08
H -8.332 -3.183 -0.138 0.12
H 3.474 3.447 -2.565 0.12
H -0.380 -4.916 11.582 0.11
H 0.834 -10.921 -0.384 0.11
H 4.841 11.181 -5.474 0.09
H -8.821 -0.878 1.657 0.12
H -0.928 -0.277 -9.425 0.08
H -2.151 -0.213 13.576 0.09
H 6.485 -7.398 0.072 0.08
H -1.553 0.867 6.760 0.03
H -1.717 3.160 2.323 0.03
H 1.454 -10.580 5.265 0.08
H -13.113 0.615 2.378 0.08
H 7.416 -12.114 3.171 0.09
H 10.022 -16.916 4.970 0.08
H -0.970 -0.239 0.655 0.08
H -1.471 -5.987 10.018 0.11
H -11.891 -1.555 1.229 0.11
H 2.475 14.334 -6.071 0.10
H 5.229 1.080 2.351 0.03
H -2.831 3.257 -10.762 0.12
H -0.335 -12.184 3.855 0.12
H -1.789 -7.016 4.105 0.02
H 2.010 -6.080 7.566 0.08
H -0.952 -7.353 -2.282 0.09
H -2.464 3.568 1.071 0.03
H 2.015 4.325 2.179 0.02
H 0.039 -8.048 -0.344 0.11
H 1.095 0.589 0.115 0.12
H -2.130 -8.559 -2.703 0.08
H 7.846 -8.884 3.119 0.12
H 1.529 0.353 -2.866 0.14
H 0.051 6.134 -3.255 0.08
H 2.102 -0.514 -0.625 0.13
H -3.028 6.028 -9.507 0.12
H 0.384 3.611 -2.839 0.12
H 5.583 0.155 3.496 0.03
H -13.265 0.445 0.557 0.09
H 5.783 -7.860 1.644 0.08
H -6.782 5.146 -6.613 0.09
H -2.831 -1.441 14.640 0.08
H -0.178 2.757 -9.201 0.12
H -6.293 3.672 -5.932 0.09
H -2.077 -4.557 9.288 0.12
H -1.616 4.522 -10.638 0.12
H -0.978 7.316 1.156 0.02
H -5.112 6.312 -8.191 0.12
H -6.859 -2.612 -2.083 0.11
H 7.408 -7.000 1.513 0.09
H 9.475 -10.333 2.182 0.12
H -1.362 -10.395 0.319 0.10
H 0.385 1.494 -2.089 0.12
H 1.021 -5.040 9.531 0.12
H 0.124 -12.384 1.175 0.12
H 0.774 15.763 -6.635 0.13
H -2.381 -7.885 3.016 0.02
H -0.074 -1.798 0.772 0.09
H 1.754 -12.289 5.184 0.08
H -0.125 0.643 -8.249 0.08
H 8.333 -11.229 1.193 0.12
H 1.282 6.668 -2.087 0.08
H 6.342 0.394 -2.150 0.02
H 10.545 -15.532 5.947 0.09
H 7.857 -14.082 4.205 0.11
H -1.001 17.413 -2.914 0.08
H 9.345 -13.226 2.197 0.12
H -5.544 -3.647 4.958 0.03
H -3.874 5.946 -7.098 0.12
```

No. 5
DFT (wB97M-V/def2-TZVPD) results for the molecule C23H23N3O6S.

- E_LUMO: 0.0088 hartree
- SMILES: N#CCC(=O)Nc1ccc(C(=O)OCC(=O)N(Cc2ccccc2)[C@@H]2CCS(=O)(=O)C2)cc1

```
56
Properties=species:S:1:pos:R:3:nbo_charge:R:1
S -0.401 -5.520 -0.829 2.14
O -0.787 1.307 -0.135 -0.49
O 0.463 0.526 -1.825 -0.61
O 4.821 6.039 -2.161 -0.58
O 0.525 -0.732 0.855 -0.62
O -1.710 -5.611 -1.428 -0.95
O 0.338 -6.743 -0.698 -0.94
N 4.524 8.288 1.821 -0.30
N 3.288 6.116 -0.467 -0.60
N -0.903 -2.311 0.121 -0.45
C 0.603 -4.249 -1.675 -0.65
C -3.051 -2.308 2.030 -0.23
C 0.798 3.517 0.194 -0.17
C 2.802 4.034 -1.671 -0.26
C 2.564 4.931 -0.632 0.18
C -2.214 -2.711 -0.339 -0.28
C 0.245 1.380 -0.998 0.78
C -4.008 -2.478 3.016 -0.20
C 1.030 2.621 -0.847 -0.12
C 1.559 4.660 0.299 -0.24
C -1.478 0.075 -0.167 -0.18
C -3.227 -2.877 0.776 -0.06
C -4.372 -3.626 0.527 -0.16
C 2.038 2.889 -1.770 -0.14
C 0.077 -3.308 0.554 -0.05
C 4.688 8.153 0.697 0.27
C -0.498 -4.683 0.803 -0.68
C 1.177 -3.466 -0.518 -0.42
C 4.333 6.579 -1.199 0.70
C -5.329 -3.791 1.511 -0.21
C -5.150 -3.215 2.759 -0.22
C -0.529 -1.026 0.326 0.68
C 4.855 7.946 -0.713 -0.61
H -4.501 -4.087 -0.441 0.21
H -1.797 -0.129 -1.195 0.21
H 3.011 6.663 0.340 0.41
H 2.211 2.183 -2.567 0.24
H 5.912 8.019 -0.979 0.28
H 3.579 4.237 -2.388 0.26
H -2.159 -1.737 2.247 0.21
H 1.352 -4.750 -2.277 0.26
H -6.214 -4.374 1.306 0.22
H -5.896 -3.346 3.528 0.22
H 1.528 -2.479 -0.822 0.26
H -2.342 0.184 0.490 0.22
H 0.137 -5.257 1.471 0.26
H -1.522 -4.690 1.161 0.27
H 4.313 8.724 -1.260 0.28
H -2.140 -3.654 -0.885 0.26
H 0.540 -2.903 1.463 0.25
H 1.384 5.354 1.109 0.21
H -0.059 -3.658 -2.301 0.24
H -2.593 -1.968 -1.046 0.22
H 0.026 3.306 0.917 0.24
H 2.014 -4.012 -0.080 0.22
H -3.859 -2.031 3.988 0.22
```

No. 6
DFT (wB97M-V/def2-TZVPD) results for a structure of composition C7H2N2O7RuS3Sb.

- Multiplicity: 6
- E_LUMO (spin up / spin down): -0.0835 / -0.1578 hartree

```
23
Properties=species:S:1:pos:R:3:lowdin_spin:R:1
Sb 0.375 2.418 -5.126 0.05
Ru 1.151 1.241 -2.429 2.74
S 1.798 3.329 -3.335 0.41
S 1.478 0.264 -4.679 0.52
S -1.134 2.029 -3.231 0.88
O 0.356 -0.326 -1.593 0.16
O -1.887 -1.290 4.096 0.00
O 3.261 0.577 1.074 0.02
O -2.836 -2.278 -0.631 0.00
O 2.354 1.379 -0.777 0.14
O -2.114 -0.715 -1.923 0.02
O 0.041 -0.469 4.581 0.00
N -0.808 -0.834 3.804 0.00
N -2.101 -1.360 -0.899 0.00
C 2.335 0.698 0.311 0.01
C -0.510 -0.706 2.390 0.01
C -1.132 -0.975 0.105 0.01
C 0.090 -0.386 -0.340 0.01
C -1.427 -1.141 1.440 0.00
C 0.691 -0.120 2.003 0.00
C 0.994 0.052 0.669 0.02
H -2.364 -1.597 1.731 0.00
H 1.390 0.209 2.758 0.00
```

Per-record strongest force on any atom, eV/A: 2.948; 2.476; 4.053; 3.618; 0.903; 2.943